# 1
{
  "formula": "C10H12NO6PTl",
  "method": "wB97M-V/def2-TZVPD",
  "elements": ["C", "C", "C", "C", "O", "H", "H", "H", "H", "C", "H", "O", "O", "H", "P", "H", "H", "H", "O", "N", "O", "C", "C", "H", "H", "C", "C", "Tl", "H", "C", "O"],
  "coordinates": [[-1.8640, -0.8588, 2.2392], [0.4316, -1.2151, 2.4019], [-0.1327, 2.2837, -0.1557], [0.8910, 2.4232, -2.8481], [-0.6342, -0.0743, 4.2060], [-0.0693, 2.8341, -3.1607], [1.5637, 3.2383, -2.5774], [2.7636, 0.2645, -1.6357], [-0.3538, 1.6260, 0.6865], [2.2634, 0.8493, -0.8619], [-1.0641, 2.7121, -0.5266], [-3.4823, -1.8418, -1.6049], [-0.2024, 0.1154, -1.8261], [1.3198, 1.8580, -3.6758], [0.6314, 1.3141, -1.4605], [0.5299, 3.0864, 0.1714], [2.8674, 1.7269, -0.6300], [1.4241, -1.2078, 2.8298], [1.9474, -2.8703, -1.3380], [-0.7368, -2.1113, 0.2404], [3.2430, -2.7003, 0.5816], [0.1124, -1.7703, 1.2048], [-4.1123, -1.4157, -0.7208], [2.1524, 0.2394, 0.0365], [-1.5001, 0.2132, 4.5237], [2.5971, -2.7853, -0.3729], [-1.5631, -1.5113, 1.0849], [-0.7049, -2.2155, -2.4978], [-2.8649, -0.5420, 2.5008], [-0.7098, -0.6724, 3.0348], [-4.7433, -0.9924, 0.1505]],
  "lowdin_charge": [0.001, 0.003, -0.152, -0.160, 0.148, 0.064, 0.066, 0.065, 0.045, -0.155, 0.065, 0.081, -0.576, 0.064, 0.548, 0.067, 0.067, 0.124, 0.081, 0.068, 0.233, -0.100, -0.397, 0.044, 0.143, -0.412, -0.095, 1.020, 0.118, -0.299, 0.233],
  "charge": 1,
  "homo_ev": -11.9,
  "lumo_ev": -2.606,
  "de_lowest_kcal_mol": 1.0
}

# 2
{
  "formula": "C10H12O2",
  "method": "wB97M-V/def2-TZVPD",
  "elements": ["O", "C", "H", "H", "H", "H", "C", "C", "C", "C", "O", "H", "H", "C", "C", "H", "H", "C", "H", "C", "C", "H", "H", "H"],
  "coordinates": [[3.0636, 1.3177, -0.2557], [3.7645, -1.1534, 0.5032], [2.9672, 2.3735, -0.4653], [0.4936, -2.3036, 0.0776], [4.1764, -2.4258, 0.8407], [-4.3606, -0.9740, -1.3104], [1.7697, -0.4571, -0.4557], [1.7667, 0.9755, -0.3194], [0.4666, -1.0461, -0.3525], [-4.3323, -0.2914, -0.1144], [3.0004, -1.1625, -0.5739], [0.8455, 2.8963, 0.1311], [-4.8295, -0.9724, 0.9717], [-0.5056, -0.1772, -0.3544], [0.7269, 1.8682, 0.0738], [-1.3164, 2.0159, -0.2047], [-5.0913, 0.7542, -0.3242], [-3.0171, -0.0168, 0.2618], [-2.3173, -1.8345, -0.7055], [-1.9326, -0.7374, -0.1272], [-0.4180, 1.2657, -0.0206], [-2.8579, 1.1062, 0.5543], [4.6985, -0.2968, 0.3086], [3.2389, -0.7241, 1.8609]],
  "lowdin_charge": [-0.016, -0.253, 0.200, 0.229, 0.148, 0.153, -0.183, -0.262, -0.015, -0.222, -0.143, 0.102, 0.155, -0.238, -0.031, 0.154, 0.131, -0.368, 0.174, -0.080, -0.057, 0.114, 0.124, 0.185],
  "homo_ev": -7.8,
  "lumo_ev": 0.527,
  "de_lowest_kcal_mol": 249.1
}

# 3
{
  "formula": "C10H12O4",
  "method": "wB97M-V/def2-TZVPD",
  "elements": ["O", "C", "C", "O", "O", "C", "H", "H", "H", "H", "H", "C", "H", "H", "H", "O", "C", "C", "C", "H", "C", "H", "C", "C", "H", "H"],
  "coordinates": [[-0.2042, 1.5440, -0.3249], [-0.5181, 2.8715, 0.0027], [-0.8815, -0.7071, -0.5189], [2.3334, 0.8105, -0.6341], [4.0189, 0.1440, 0.6408], [-3.0865, -1.3362, 0.3553], [1.3796, 0.6845, -0.7747], [0.3173, 3.4446, -0.3768], [0.5950, -2.6485, 0.2158], [1.8661, -2.2946, -0.9464], [-1.3888, 3.2883, -0.5015], [1.2087, -1.8048, -0.2181], [2.6519, -1.6497, 1.4936], [1.2681, -0.6090, 1.5979], [-4.4958, 0.1116, 0.9616], [0.3740, -0.9200, -0.9827], [-1.8760, -1.6622, -0.2950], [-1.2667, 0.6178, -0.1873], [-3.4905, -0.0485, 0.5790], [-2.7738, 2.0083, 0.5674], [1.9547, -1.0709, 0.8903], [-1.6000, -2.6403, -0.6549], [-2.5231, 0.9486, 0.3504], [2.8843, -0.0094, 0.2620], [-0.5746, 3.0139, 1.0881], [-3.8538, -2.1308, 0.4157]],
  "lowdin_charge": [-0.123, -0.086, -0.224, 0.112, 0.095, -0.101, 0.072, 0.096, 0.136, 0.140, 0.093, -0.147, 0.126, 0.130, 0.109, -0.057, 0.000, -0.144, -0.089, 0.112, -0.049, 0.115, -0.013, -0.520, 0.107, 0.112],
  "homo_ev": -9.0,
  "lumo_ev": 0.680,
  "de_lowest_kcal_mol": 21.6
}

# 4
{
  "formula": "C10H13BIO2",
  "method": "wB97M-V/def2-TZVPD",
  "elements": ["H", "C", "C", "C", "H", "C", "C", "H", "H", "H", "B", "O", "H", "C", "C", "C", "H", "H", "H", "I", "C", "H", "C", "H", "O", "H", "H"],
  "coordinates": [[-1.3817, -0.4313, 2.2469], [1.0226, -0.2811, 0.5595], [3.4914, 1.8495, 0.2441], [0.1744, 0.6541, -0.4228], [1.2392, 1.5958, -2.2004], [0.2518, -2.8451, -1.0348], [-0.2083, -3.8271, -0.4231], [1.6267, 0.1821, 1.3924], [-1.8475, -1.6416, 0.8749], [0.4950, -1.1457, 1.0837], [0.8596, -1.3814, -1.5421], [1.7881, -1.0057, -0.4395], [-0.3713, -4.6605, 0.3132], [1.0580, 1.8335, -1.1098], [-1.1165, 1.4129, 0.1125], [-2.1313, -0.6898, 1.4347], [0.5551, 2.8477, -1.0710], [-3.1507, -0.9231, 1.8993], [-1.4327, 2.1249, -0.7216], [-0.7070, 2.7112, 1.8328], [-2.3750, 0.4822, 0.3887], [4.3716, 1.4982, 0.8461], [2.4619, 2.0460, -0.3957], [1.4142, -1.4310, -2.6058], [-0.0772, -0.2268, -1.5209], [-3.1830, 1.1533, 0.8443], [-2.8274, 0.0987, -0.5860]],
  "lowdin_charge": [0.059, -0.147, 0.042, -0.449, 0.129, -0.023, -0.012, 0.107, 0.067, 0.111, -0.740, -0.114, 0.011, -0.111, -0.619, -0.135, 0.080, 0.068, 0.087, 0.750, -0.299, 0.044, -0.126, 0.078, -0.058, 0.081, 0.120],
  "charge": -1,
  "homo_ev": -4.9,
  "lumo_ev": 2.476
}

# 5
{
  "formula": "C10H13BrN",
  "method": "wB97M-V/def2-TZVPD",
  "elements": ["H", "H", "C", "H", "C", "C", "C", "C", "H", "C", "C", "H", "H", "H", "H", "N", "H", "Br", "H", "C", "H", "C", "H", "C", "H"],
  "coordinates": [[1.0548, -2.8666, 0.2471], [-1.8913, -0.9643, -1.1892], [0.5116, -2.0717, -0.4611], [3.3412, -2.2659, 0.9935], [-0.9021, 1.8435, 0.3267], [3.8535, -1.3573, 1.3747], [-3.2522, 0.4771, -0.1849], [3.7280, -0.3930, 0.5190], [-4.3181, 1.9907, 0.7496], [0.4437, 0.3217, -1.0651], [-2.0654, 0.0423, -0.7139], [0.6537, -2.4172, -1.5119], [0.2393, -0.0656, -2.0632], [0.0219, 2.4329, 0.3203], [-2.0914, 3.1601, 1.5564], [0.9847, -0.7406, -0.1681], [1.2349, 1.0758, -1.2135], [4.0037, 1.0485, -0.4230], [-4.1776, 0.1745, -0.4494], [-2.1396, 2.3358, 0.7534], [0.9573, -0.3098, 0.7460], [-0.8615, 0.7419, -0.5095], [4.5518, -1.5949, 2.1948], [-3.3350, 1.6778, 0.4664], [-0.5460, -2.2756, -0.2954]],
  "lowdin_charge": [0.117, 0.120, -0.119, 0.106, -0.057, 0.025, -0.076, -0.561, 0.110, -0.179, -0.025, 0.103, 0.127, 0.115, 0.136, -0.087, 0.079, 1.069, 0.080, -0.065, 0.116, -0.255, 0.125, -0.068, 0.064],
  "charge": 1,
  "homo_ev": [-11.9, -11.9],
  "lumo_ev": [-6.419, -6.418],
  "de_lowest_kcal_mol": 101.6
}

# 6
{
  "formula": "C10H13CeNPS",
  "method": "wB97M-V/def2-TZVPD",
  "elements": ["H", "C", "C", "H", "C", "C", "H", "P", "H", "H", "H", "N", "C", "C", "S", "H", "C", "C", "H", "H", "H", "H", "Ce", "H", "C", "C", "H"],
  "coordinates": [[-0.6038, -3.4884, -2.4601], [0.0969, -0.1609, -3.0764], [-0.1101, -2.2489, -0.7767], [-0.4219, -1.9133, -4.1975], [-0.3429, -0.3818, 3.7725], [-1.1419, 0.2712, 5.9560], [-2.0427, -1.0966, 4.6781], [0.1505, 2.6683, 0.8233], [-0.9094, 3.2779, 1.5658], [0.6318, 1.6484, -2.0357], [1.6531, 1.9976, 5.1425], [-1.2599, -0.4521, 4.8003], [0.3825, 0.5787, -1.9443], [0.7250, 0.5072, 3.8990], [-0.5942, -1.4851, 2.4796], [1.2114, 3.1169, 1.6741], [-0.3310, -2.4731, -2.1316], [0.8385, 1.2843, 5.0503], [0.1357, 0.3548, -4.0483], [-0.2039, -3.0726, -0.0454], [0.2796, 3.7212, -0.1324], [-1.9088, 0.0980, 6.7060], [-0.0685, -0.2477, 0.0867], [0.0114, 1.7267, 7.0071], [-0.2381, -1.5357, -3.1880], [-0.0865, 1.1506, 6.0911], [1.4266, 0.5827, 3.0674]],
  "lowdin_charge": [0.108, -0.208, -0.320, 0.099, -0.676, -0.014, 0.157, 0.713, -0.094, 0.014, 0.128, 0.069, -0.312, -0.086, 0.667, -0.099, -0.193, -0.011, 0.106, 0.034, -0.081, 0.144, 0.794, 0.124, -0.134, -0.034, 0.103],
  "charge": 1,
  "homo_ev": [-9.4, -9.4],
  "lumo_ev": [-4.195, -4.196]
}